1.
The following is a quantum chemistry calculation of C41H36N6O7P2Ti as an isolated structure, from the OMol25 dataset.

Gap between HOMO and LUMO (spin up / spin down), eV: 6.38 / 6.41
Total charge: -1
Relative energy (zero: lowest compared OMol25 entry of this formula, charge and spin), kcal/mol: 53.5
LUMO level (spin up / spin down), Eh: 0.0814 / 0.0789
2S+1: 2

Each line ends with the Löwdin charge.
Positions of all 93 atoms, in Å:
Ti  -1.580  0.900  0.640  0.91
O  0.004  0.879  4.348  0.08
C  -0.906  0.694  3.566  -0.56
O  -0.773  0.277  2.334  -0.23
C  -2.357  0.874  3.988  -0.07
C  -3.229  -0.171  3.270  -0.23
C  -4.624  -0.234  3.885  -0.09
C  -5.257  1.090  3.369  -0.09
C  -4.113  1.681  2.550  -0.23
O  -3.487  0.488  1.998  -0.14
C  -3.012  2.224  3.479  -0.08
C  -2.081  3.145  2.705  -0.57
O  -1.825  4.259  3.132  0.06
O  -1.654  2.657  1.573  -0.14
H  -2.396  0.794  5.069  0.15
H  -2.742  -1.119  3.089  0.16
H  -4.574  -0.292  4.972  0.11
H  -5.166  -1.104  3.516  0.11
H  -5.564  1.764  4.169  0.11
H  -6.120  0.897  2.731  0.11
H  -4.408  2.344  1.749  0.16
H  -3.419  2.809  4.294  0.15
O  -3.048  1.510  -0.404  -0.18
N  -2.839  2.325  -1.336  0.07
N  -1.592  2.479  -1.526  -0.16
O  -0.720  1.781  -0.824  -0.23
C  -1.108  3.418  -2.501  -0.16
C  -1.902  3.797  -3.569  -0.01
C  -1.400  4.710  -4.486  -0.08
C  -0.122  5.234  -4.333  -0.09
C  0.650  4.843  -3.251  -0.07
C  0.156  3.932  -2.325  -0.01
H  -2.894  3.376  -3.673  0.11
H  -2.012  5.005  -5.329  0.10
H  0.262  5.951  -5.048  0.10
H  1.640  5.257  -3.109  0.11
H  0.730  3.647  -1.455  0.12
C  1.671  -1.680  2.611  -0.17
N  1.302  -1.618  1.176  -0.49
P  1.078  -0.068  0.432  1.07
C  2.244  -0.195  -1.008  -0.33
C  3.156  -1.234  -1.158  -0.11
C  4.029  -1.267  -2.242  -0.08
C  4.006  -0.253  -3.193  -0.10
C  3.095  0.790  -3.057  -0.09
C  2.220  0.812  -1.977  -0.08
C  2.153  1.062  1.431  -0.30
C  1.626  2.256  1.917  -0.07
C  2.422  3.150  2.629  -0.06
C  3.759  2.865  2.854  -0.09
C  4.307  1.685  2.351  -0.09
C  3.511  0.797  1.643  -0.09
P  0.044  -2.798  0.811  1.05
C  1.089  -4.253  0.360  -0.38
C  2.425  -4.391  0.726  -0.11
C  3.131  -5.553  0.418  -0.10
C  2.507  -6.591  -0.259  -0.11
C  1.170  -6.466  -0.625  -0.09
C  0.468  -5.313  -0.310  -0.11
C  -0.447  -2.289  -0.905  -0.33
C  -1.692  -1.526  -1.019  -0.35
C  -1.919  -1.129  -3.608  -0.22
C  -0.482  -1.038  -3.823  -0.03
C  0.485  -1.736  -3.193  -0.08
C  0.438  -2.426  -1.931  -0.11
H  2.758  -1.694  2.728  0.07
H  1.282  -2.610  3.035  0.06
H  1.271  -0.851  3.194  0.06
H  3.164  -2.033  -0.425  0.08
H  4.726  -2.092  -2.347  0.10
H  4.688  -0.279  -4.036  0.10
H  3.061  1.586  -3.796  0.10
H  1.492  1.606  -1.890  0.07
H  0.589  2.505  1.744  0.08
H  1.978  4.061  3.018  0.11
H  4.379  3.556  3.418  0.10
H  5.359  1.464  2.503  0.10
H  3.955  -0.109  1.242  0.10
H  2.925  -3.582  1.249  0.08
H  4.175  -5.638  0.701  0.09
H  3.055  -7.493  -0.499  0.09
H  0.676  -7.263  -1.167  0.10
H  -0.567  -5.220  -0.624  0.09
H  -3.169  -0.846  -0.060  0.05
H  -2.536  -0.591  -4.317  0.12
H  -0.166  -0.386  -4.634  0.11
H  1.477  -1.693  -3.639  0.10
H  1.328  -3.003  -1.712  0.10
N  -2.186  -1.024  0.112  -0.02
C  -2.539  -1.393  -2.210  -0.06
N  -2.448  -2.446  -3.259  -0.01
C  -1.776  -3.604  -3.298  -0.32
N  -1.267  -4.647  -3.343  0.14

***

2.
The following is a quantum chemistry calculation of C41H36NO3P2Ti as an isolated structure, from the OMol25 dataset.

Gap between HOMO and LUMO (spin up / spin down), eV: 4.97 / 4.97
Total charge: +3
LUMO level (spin up / spin down), Eh: -0.4355 / -0.4356
2S+1: 1

Each line ends with the Löwdin charge.
Positions of all 84 atoms, in Å:
Ti  0.842  -0.136  0.071  0.86
P  -0.403  2.073  -0.389  1.12
C  -0.829  -0.138  1.022  -0.24
O  -1.762  -0.194  1.761  0.18
P  -0.270  -2.422  -0.112  1.11
C  -0.428  3.171  1.063  -0.37
C  -1.906  2.605  -1.263  -0.35
C  0.971  2.744  -1.398  -0.36
C  1.316  -3.268  -0.418  -0.36
C  -1.024  -3.297  1.294  -0.34
C  -1.347  -2.762  -1.517  -0.36
C  0.499  4.206  1.229  -0.07
C  0.494  4.966  2.399  -0.03
C  -0.427  4.695  3.416  -0.02
C  -1.380  3.675  3.232  -0.03
C  -1.402  2.944  2.044  -0.10
H  1.224  4.426  0.443  0.11
H  1.219  5.771  2.514  0.13
H  -0.420  5.272  4.343  0.13
H  -2.108  3.464  4.017  0.12
H  -2.172  2.192  1.885  0.10
C  2.202  2.099  -1.305  -0.19
C  3.301  2.580  -2.026  -0.03
C  3.161  3.721  -2.809  -0.01
C  1.921  4.365  -2.931  0.00
C  0.810  3.850  -2.245  -0.03
H  2.312  1.201  -0.666  0.03
H  4.237  2.043  -1.986  0.12
H  4.030  4.109  -3.359  0.14
H  1.826  5.263  -3.553  0.14
H  -0.178  4.303  -2.370  0.12
C  -2.435  3.893  -1.079  -0.07
C  -3.534  4.324  -1.823  -0.03
C  -4.139  3.461  -2.744  -0.02
C  -3.633  2.161  -2.911  -0.04
C  -2.510  1.742  -2.196  -0.09
H  -1.992  4.574  -0.353  0.12
H  -3.923  5.335  -1.680  0.13
H  -5.003  3.792  -3.323  0.13
H  -4.117  1.477  -3.610  0.12
H  -2.093  0.749  -2.368  0.08
C  -2.354  -3.761  1.211  -0.05
C  -2.917  -4.455  2.275  -0.03
C  -2.176  -4.678  3.439  -0.01
C  -0.883  -4.151  3.552  -0.03
C  -0.315  -3.450  2.490  -0.09
H  -2.940  -3.585  0.305  0.11
H  -3.941  -4.816  2.197  0.13
H  -2.620  -5.242  4.255  0.13
H  -0.327  -4.299  4.480  0.13
H  0.680  -3.010  2.570  0.10
C  2.360  -2.554  -1.015  -0.13
C  3.560  -3.192  -1.320  -0.03
C  3.740  -4.533  -0.969  -0.01
C  2.724  -5.230  -0.305  -0.01
C  1.504  -4.605  -0.031  -0.05
H  2.247  -1.485  -1.270  0.02
H  4.351  -2.637  -1.820  0.13
H  4.680  -5.027  -1.205  0.13
H  2.875  -6.263  0.006  0.13
H  0.714  -5.135  0.501  0.13
C  -1.092  -3.881  -2.321  -0.05
C  -2.045  -4.290  -3.251  -0.02
C  -3.213  -3.542  -3.433  -0.01
C  -3.424  -2.368  -2.695  -0.04
C  -2.495  -1.973  -1.729  -0.11
H  -0.163  -4.439  -2.192  0.11
H  -1.868  -5.196  -3.838  0.13
H  -3.960  -3.866  -4.163  0.13
H  -4.318  -1.764  -2.864  0.12
H  -2.661  -1.076  -1.128  0.09
H  1.870  -0.078  -2.492  0.14
H  1.119  -0.206  -2.383  0.10
O  3.186  3.117  1.681  0.13
C  2.912  2.029  2.147  -0.39
C  3.177  1.531  3.558  -0.05
C  2.715  0.094  3.629  -0.04
C  2.105  -0.091  2.288  -0.42
O  1.624  -1.126  1.748  -0.08
N  2.175  0.997  1.508  0.10
H  4.242  1.591  3.806  0.15
H  2.641  2.164  4.273  0.15
H  3.577  -0.551  3.764  0.15
H  2.003  0.000  4.446  0.15

***

- 2S+1 of number 1 (C41H36N6O7P2Ti)?
  2

***

- total charge of number 2 (C41H36NO3P2Ti)?
  +3

***

- total charge of number 1 (C41H36N6O7P2Ti)?
  -1

***

- Number 1 is which compound?
  C41H36N6O7P2Ti